## P
{
  "formula": "C4H7NOS2",
  "method": "wB97M-V/def2-TZVPD",
  "gap_ha": 0.351,
  "multiplicity": 1,
  "e_homo_ev": -9.08,
  "elements": ["C", "C", "C", "C", "N", "O", "S", "S", "H", "H", "H", "H", "H", "H", "H"],
  "xyz": [[1.88, -0.73, -0.07], [2.17, 0.70, -0.61], [-0.37, 0.88, 0.37], [-2.68, -0.33, 0.02], [0.76, -0.64, 0.71], [2.55, -1.74, -0.30], [1.03, 1.95, 0.13], [-1.29, 0.58, -0.97], [3.25, 0.91, -0.30], [2.06, 0.74, -1.74], [-0.88, 0.86, 1.40], [-2.22, -1.26, 0.19], [-3.51, -0.57, -0.60], [-2.90, 0.20, 0.86], [0.16, -1.55, 0.91]]
}

=====

## Q
{
  "formula": "C4H7NOS2",
  "method": "wB97M-V/def2-TZVPD",
  "gap_ha": 0.290,
  "multiplicity": 1,
  "smiles": "CO/C(=N\\S)C(C)=S",
  "e_homo_ev": -8.70,
  "elements": ["C", "C", "C", "C", "H", "H", "H", "H", "H", "H", "H", "N", "O", "S", "S"],
  "xyz": [[0.63, 1.46, 0.96], [0.44, -0.65, -0.19], [-1.03, -0.78, -0.22], [-1.87, 0.29, -0.93], [1.47, 1.22, 1.69], [-0.31, 1.12, 1.42], [0.58, 2.53, 0.70], [3.29, -2.56, -0.29], [-1.97, 1.11, -0.24], [-1.45, 0.69, -1.81], [-2.87, -0.10, -1.12], [1.19, -1.62, -0.18], [0.85, 0.68, -0.23], [2.82, -1.33, -0.09], [-1.77, -2.06, 0.53]]
}

=====

Relative calculated energies, zero for the most stable structure, unit kJ/mol: P 8.0; Q 0.0.

=====

## P
{
  "formula": "C4H7NOS2",
  "method": "wB97M-V/def2-TZVPD",
  "gap_ha": 0.323,
  "multiplicity": 1,
  "e_homo_ev": -9.23,
  "elements": ["C", "C", "C", "C", "H", "H", "H", "H", "H", "H", "H", "N", "O", "S", "S"],
  "xyz": [[0.00, -0.01, -1.33], [0.25, 0.70, -0.07], [-0.92, 0.95, 1.71], [0.28, -0.01, 1.38], [0.91, -0.56, -4.60], [-0.94, -0.73, -0.94], [1.19, 1.49, 0.03], [-0.90, 1.66, 2.47], [-1.90, 0.49, 1.83], [1.14, 0.30, 1.80], [1.09, -2.24, 1.27], [0.73, -0.14, -2.36], [-0.96, 1.49, 0.35], [0.11, -1.52, -3.29], [-0.08, -1.87, 1.76]]
}

=====

## Q
{
  "formula": "C4H7NOS2",
  "method": "wB97M-V/def2-TZVPD",
  "gap_ha": 0.320,
  "multiplicity": 1,
  "e_homo_ev": -8.23,
  "elements": ["C", "C", "C", "C", "N", "O", "S", "S", "H", "H", "H", "H", "H", "H", "H"],
  "xyz": [[0.11, -1.36, -0.44], [0.18, 0.94, 0.85], [1.49, 0.34, 0.38], [-0.93, 0.45, 0.01], [1.37, -0.95, -0.22], [-0.42, -2.40, -0.74], [-2.41, -0.04, 1.00], [-1.39, 1.23, -1.48], [0.13, 0.77, 1.88], [0.16, 2.00, 0.63], [1.82, 0.87, -0.57], [2.29, 0.37, 1.24], [2.23, -1.39, -0.45], [-2.74, -0.90, -0.08], [-1.91, 0.07, -2.03]]
}

=====

Relative calculated energies, zero for the most stable structure, unit kJ/mol: P 320.7; Q 0.0.

=====

## P
{
  "formula": "C3H3FOS",
  "method": "wB97M-V/def2-TZVPD",
  "gap_ha": 0.324,
  "multiplicity": 1,
  "smiles": "C=C(F)C(O)=S",
  "e_homo_ev": -9.20,
  "elements": ["C", "C", "C", "H", "H", "H", "O", "F", "S"],
  "xyz": [[0.93, 0.58, -0.01], [-0.41, -0.08, -0.02], [-0.67, -1.36, 0.00], [-0.11, 2.10, 0.06], [0.23, -1.99, 0.00], [-1.69, -1.74, 0.00], [0.83, 1.90, -0.01], [-1.42, 0.78, -0.01], [2.32, -0.20, -0.01]]
}

=====

## Q
{
  "formula": "C3H3FOS",
  "method": "wB97M-V/def2-TZVPD",
  "gap_ha": 0.381,
  "multiplicity": 1,
  "e_homo_ev": -10.27,
  "elements": ["C", "C", "C", "H", "H", "H", "O", "F", "S"],
  "xyz": [[0.13, -0.44, 0.45], [-0.80, 0.61, -0.02], [1.08, -0.19, -0.62], [0.61, 0.00, 1.39], [-1.61, 0.08, -0.75], [-1.58, 1.13, 0.77], [1.99, -0.82, -1.09], [-0.34, -1.80, 0.86], [0.52, 1.43, -0.98]]
}

=====

Relative calculated energies, zero for the most stable structure, unit kJ/mol: P 0.0; Q 64.3.